No. 1
Entry from the Open Molecules 2025 dataset: a 2-piece molecular cluster, C16H26F4O3S overall (ωB97M-V with the def2-TZVPD basis set).

The geometry in XYZ format:
```
50
Properties=species:S:1:pos:R:3:forces:R:3:mulliken_charge:R:1
O 0.3917 -0.7503 0.2722 -0.28 -0.16 -0.09 -0.623
C 0.0740 0.2372 0.8330 -0.19 0.36 -0.01 0.307
O -0.0644 0.3930 2.1657 -0.07 0.01 0.12 -0.394
C -0.4808 1.7838 2.3821 0.51 -1.00 -0.52 0.219
C -1.9990 1.6623 2.2951 -0.43 1.01 0.78 -1.064
C -2.7930 2.9816 2.3519 0.21 -0.63 -0.66 0.630
C -4.0113 3.0191 1.5047 0.03 0.27 -0.85 0.040
F -4.8717 1.9738 1.5927 -0.41 0.62 0.98 -0.302
C -4.3381 4.0717 0.7378 0.02 -0.25 0.28 0.302
F -3.4514 4.6965 -0.0315 -0.04 0.61 0.88 -0.173
F -5.5268 4.6509 0.6651 0.00 -0.75 -0.85 -0.234
C 0.2744 2.3890 1.1871 -0.03 0.40 0.37 0.293
S 2.1130 1.9970 1.1808 0.22 0.15 0.12 -0.144
C 0.1526 3.8618 0.8343 -0.04 -0.26 -0.40 -0.695
C 0.7013 4.7944 1.9284 -0.59 0.34 -0.16 -0.463
C -0.3592 5.5354 2.7527 0.92 0.14 0.30 -0.504
F -1.5135 5.7956 2.0362 -0.07 0.01 0.02 -0.279
O -0.1841 1.4598 0.2033 0.75 -0.22 -0.23 -0.426
H -0.1100 2.1203 3.3460 0.00 -0.10 0.12 0.624
H -2.3017 1.0871 1.4283 0.19 0.02 -0.21 0.355
H -2.2879 1.0776 3.1671 0.06 -0.24 -0.05 0.315
H -3.1429 3.1938 3.3655 0.09 -0.02 0.11 0.485
H -2.2036 3.8364 2.0487 0.06 0.08 0.04 -0.709
H 2.5237 2.4773 2.3625 -0.22 0.02 0.07 0.146
H 0.7746 4.0034 -0.0456 -0.03 -0.07 -0.12 0.485
H -0.8482 4.1486 0.5205 -0.20 -0.09 0.17 0.425
H 1.3309 5.5403 1.4510 0.06 0.00 -0.09 0.414
H 1.3368 4.2677 2.6356 0.09 -0.07 0.01 0.267
H 0.0509 6.4990 3.0541 -0.06 0.08 0.03 0.374
H -0.5735 4.9977 3.6782 -0.56 -0.15 -0.15 0.254
C 2.6201 -6.1841 -4.2138 -0.09 -0.07 0.05 -1.189
C 1.2446 -5.6541 -3.8192 0.06 0.03 -0.10 -0.351
C 1.2188 -4.1454 -3.5812 -0.05 0.02 0.03 -0.683
C 2.1121 -3.6564 -2.4404 0.08 -0.02 -0.02 -0.639
C 1.8183 -4.2828 -1.0786 -0.07 0.08 0.04 -0.443
C 0.4143 -3.9792 -0.5636 0.04 -0.12 -0.01 -1.014
H 3.3537 -6.0325 -3.4208 0.02 0.02 -0.01 0.281
H 2.5761 -7.2550 -4.4184 0.03 0.00 -0.01 0.379
H 2.9849 -5.6869 -5.1151 0.03 0.02 0.02 0.290
H 0.8898 -6.1831 -2.9306 -0.02 0.02 0.01 0.237
H 0.5357 -5.8891 -4.6178 -0.03 -0.02 0.03 0.357
H 0.1872 -3.8345 -3.3950 0.01 0.01 0.01 0.298
H 1.5228 -3.6365 -4.5017 0.00 -0.02 -0.01 0.377
H 2.0074 -2.5702 -2.3595 -0.02 0.00 0.03 0.314
H 3.1607 -3.8378 -2.6949 -0.01 0.00 -0.02 0.328
H 2.5457 -3.8970 -0.3594 0.02 -0.02 0.00 0.356
H 1.9726 -5.3653 -1.1170 0.03 0.00 -0.03 0.299
H 0.2553 -2.9045 -0.4913 -0.03 -0.05 -0.02 0.184
H 0.2714 -4.4075 0.4300 -0.04 0.02 0.00 0.383
H -0.3542 -4.4000 -1.2154 0.00 -0.01 0.00 0.312
```
Forces are in eV/Å.

The SMILES is O=C1O[C@H](CCC(F)=C(F)F)[C@](S)(CCCF)O1.CCCCCC. Its total energy is -44859.114 eV.

No. 2
Entry from the Open Molecules 2025 dataset: one molecule with the formula C9H10O4 (ωB97M-V with the def2-TZVPD basis set).

The geometry in XYZ format:
```
23
Properties=species:S:1:pos:R:3:forces:R:3:mulliken_charge:R:1
C 2.5309 -1.3926 0.0653 -0.14 -0.04 0.03 -1.454
C 1.9085 -0.0085 0.0071 0.12 -0.03 0.12 0.807
O 2.9350 0.9246 0.3115 0.05 -0.04 0.02 -0.567
C 1.3202 0.3114 -1.3634 0.13 0.10 -0.07 -0.733
O 0.0386 -0.3057 -1.5599 -0.02 -0.05 -0.12 -0.452
C -0.9611 -0.0770 -0.6958 0.13 0.24 0.16 0.624
C -1.9391 -0.9736 -0.5415 -0.11 -0.03 -0.02 -0.548
C -3.0765 -0.6961 0.3533 0.08 0.04 0.07 0.149
O -4.1429 -1.2592 0.2514 -0.02 -0.19 0.10 -0.539
C -2.8547 0.3305 1.4193 0.01 -0.02 -0.05 -0.353
C -1.9080 1.2454 1.2617 0.10 0.04 -0.04 -0.522
C -1.0739 1.2481 0.0300 0.04 -0.02 -0.05 0.600
O -0.5423 2.2561 -0.3825 0.02 -0.18 0.17 -0.535
H 3.5475 -1.3405 -0.3257 -0.05 -0.02 -0.08 0.372
H 2.5736 -1.7705 1.0862 0.06 0.05 0.00 0.363
H 1.9496 -2.0959 -0.5337 0.01 0.00 0.03 0.335
H 1.1153 0.0591 0.7664 -0.03 0.01 -0.08 0.130
H 2.5536 1.8067 0.3629 -0.05 0.05 0.00 0.345
H 1.2618 1.3869 -1.5137 -0.11 0.01 0.04 0.336
H 1.9476 -0.1073 -2.1494 -0.02 -0.03 0.02 0.322
H -1.9373 -1.8999 -1.1002 -0.10 0.03 -0.06 0.468
H -3.5135 0.3158 2.2781 -0.10 -0.01 -0.10 0.416
H -1.7329 2.0422 1.9727 -0.02 0.08 -0.08 0.434
```
Forces are in eV/Å.

The calculation puts the energy relative to the best compared isomer or geometry (same formula, charge and spin) at 51.80 kcal/mol. The SMILES is C[C@@H](O)COC1=CC(=O)C=CC1=O.

No. 3
Entry from the Open Molecules 2025 dataset: one molecule with the formula C22H25N3O3 (ωB97M-V with the def2-TZVPD basis set).

The geometry in XYZ format:
```
53
Properties=species:S:1:pos:R:3:forces:R:3:mulliken_charge:R:1
C 4.9784 -2.3947 1.6424 0.00 0.09 0.04 -1.524
C 3.9094 -2.0573 0.6495 -0.10 0.00 -0.04 0.589
C 4.2327 -1.5998 -0.6220 -0.13 -0.03 0.02 -0.755
C 3.2368 -1.3097 -1.5328 -0.21 0.05 0.00 -0.536
C 1.9020 -1.4277 -1.1769 0.24 -0.08 0.16 0.641
C 1.5515 -1.8419 0.1089 0.37 0.07 -0.46 0.097
C 2.5722 -2.1731 0.9957 0.04 -0.01 -0.18 -0.859
N 0.2051 -1.8937 0.5331 -0.08 -0.05 0.10 0.460
C -0.1299 -1.2733 1.8093 -0.19 0.31 0.27 -1.485
C -0.4793 0.2117 1.5817 -0.02 -0.74 0.17 0.650
O 0.2929 1.0916 1.9011 0.29 0.33 0.18 -0.678
N -1.6721 0.3740 0.9933 -0.50 -0.09 -0.27 0.084
C -2.2437 1.6428 0.5429 0.21 0.14 0.09 -0.030
C -2.6892 2.5033 1.7407 0.13 -0.03 0.02 -1.224
C -1.7066 3.5748 2.2135 -0.22 0.16 0.00 -0.478
C -1.8092 4.8743 1.4165 0.30 -0.03 0.00 -0.774
C -1.1644 4.8214 0.0349 -0.35 0.09 0.00 -0.629
C -1.7107 3.7188 -0.8693 0.32 0.00 0.03 -0.929
C -1.2726 2.3224 -0.4278 -0.26 -0.02 -0.13 -0.597
C -0.8274 -2.3808 -0.1982 -0.09 -0.09 0.01 1.110
O -1.9737 -2.3749 0.2362 -0.09 -0.15 -0.02 -0.744
C -0.5673 -2.9196 -1.5566 0.09 0.20 -0.46 0.077
C -1.3044 -4.0086 -2.0087 0.17 0.11 -0.04 -0.531
C -1.2104 -4.3920 -3.3357 0.00 0.01 0.11 -0.545
C -0.4081 -3.6373 -4.1761 -0.16 -0.20 0.04 -0.461
N 0.2896 -2.5927 -3.7648 0.33 0.57 0.15 -0.615
C 0.2188 -2.2406 -2.4974 -0.32 -0.68 -0.15 0.354
O 0.9489 -1.1420 -2.1466 0.01 0.10 0.39 -0.400
H 4.6584 -3.1970 2.3027 0.04 -0.06 0.06 0.371
H 5.1994 -1.5213 2.2562 0.08 0.01 0.08 0.302
H 5.8942 -2.6936 1.1390 0.08 -0.05 0.02 0.405
H 5.2677 -1.4862 -0.9061 0.12 -0.01 -0.04 0.404
H 3.4679 -0.9761 -2.5318 0.00 0.02 -0.12 0.489
H 2.3207 -2.5393 1.9797 -0.06 -0.02 0.09 0.511
H -0.9820 -1.8061 2.2384 0.17 0.05 -0.02 0.459
H 0.7226 -1.3175 2.4831 -0.13 0.04 -0.11 0.450
H -2.1957 -0.4664 0.7835 0.14 0.02 0.08 0.356
H -3.1455 1.3624 -0.0135 0.13 0.00 0.05 0.385
H -3.6346 2.9887 1.4881 -0.06 0.01 0.04 0.463
H -2.8928 1.8176 2.5668 -0.11 0.01 -0.07 0.416
H -0.6901 3.1862 2.1857 0.06 0.01 0.09 0.270
H -1.9423 3.8026 3.2563 0.05 -0.03 0.02 0.366
H -2.8639 5.1451 1.3126 -0.05 0.07 0.02 0.306
H -1.3240 5.6722 1.9845 -0.07 0.06 0.01 0.337
H -0.0875 4.6791 0.1479 0.08 0.03 -0.03 0.311
H -1.3188 5.7877 -0.4533 0.09 0.02 0.00 0.360
H -2.8003 3.7756 -0.9119 -0.12 0.05 -0.10 0.340
H -1.3350 3.8947 -1.8799 -0.10 -0.01 -0.02 0.346
H -1.1790 1.6705 -1.3010 0.03 -0.03 0.05 0.478
H -0.2898 2.3834 0.0378 0.03 -0.04 -0.04 0.311
H -1.9482 -4.5275 -1.3139 -0.07 -0.01 0.04 0.458
H -1.7605 -5.2401 -3.7100 -0.04 -0.07 -0.05 0.407
H -0.3104 -3.8703 -5.2276 -0.06 -0.11 -0.08 0.431
```
Forces are in eV/Å.

The calculation puts the energy relative to the best compared isomer or geometry (same formula, charge and spin) at 38.17 kcal/mol. The SMILES is Cc1ccc2c(c1)N(CC(=O)NC1CCCCCC1)C(=O)c1cccnc1O2.

No. 4
Entry from the Open Molecules 2025 dataset: an isolated ion of composition C4H10NO2 and charge -1 (ωB97M-V with the def2-TZVPD basis set).

The geometry in XYZ format:
```
17
Properties=species:S:1:pos:R:3:forces:R:3:mulliken_charge:R:1
O -0.0667 -0.5958 2.0430 -0.14 0.08 -0.50 -0.931
C -0.2892 0.7204 1.6685 0.51 -1.24 -0.43 -0.467
C -1.2258 0.8839 0.3991 2.42 -0.20 0.70 -0.532
C -0.3203 0.7878 -0.8429 -0.94 -0.73 -0.39 -0.648
N -0.2191 -0.6085 -1.2957 1.31 0.51 -0.93 -0.374
C 1.1071 -1.2270 -1.1558 -0.24 -0.75 0.34 -0.404
O 1.3965 -1.8660 0.0744 -0.97 1.42 1.59 -0.621
H 0.6965 1.0836 1.3216 -0.09 0.92 0.30 0.165
H -0.6683 1.3632 2.4880 0.01 -0.04 0.06 0.295
H -1.7002 1.8584 0.4178 -0.65 0.02 0.04 0.427
H -1.8503 -0.0145 0.4250 -0.59 0.59 -0.02 0.233
H -0.6779 1.4899 -1.6019 -0.50 -0.38 -0.59 0.246
H 0.6974 1.1201 -0.7498 0.54 0.36 0.91 0.355
H -0.9134 -1.1603 -0.8494 -0.37 -0.58 0.41 0.269
H 1.8472 -0.4448 -1.4016 -0.13 -0.04 0.07 0.295
H 1.2420 -2.0491 -1.9002 -0.27 0.60 0.17 0.249
H 0.9444 -1.3415 0.9598 0.11 -0.53 -1.74 0.445
```
Forces are in eV/Å.

The charge is -1. The calculation puts the energy relative to the best compared isomer or geometry (same formula, charge and spin) at 68.90 kcal/mol. The SMILES is [O-]CCCNCO.

Number 1: largest force on an atom 1.35 eV/Å. Number 2: largest force on an atom 0.32 eV/Å. Number 3: largest force on an atom 0.77 eV/Å. Number 4: largest force on an atom 2.53 eV/Å.